--- w ---
# C5H10IN2

A structure of composition C5H10IN2 (ωB97M-V/def2-TZVPD, OMol25).

Structure (XYZ):
```
18
C5H10IN2 (ωB97M-V/def2-TZVPD)
H -2.7477 0.2120 0.1591
H -2.9754 -2.0204 0.3297
H 4.2396 0.9623 0.1429
H 0.3057 -1.8856 0.9872
N 0.1510 -1.2184 0.2311
C -1.8830 0.0962 -0.4562
H -1.2269 0.9747 -0.5275
C 2.3414 2.4220 -0.2264
I 1.4611 -0.4445 -1.9519
C -2.0815 -1.9563 0.9089
H 2.4921 3.3053 -0.7565
C -1.1222 -1.0815 0.1632
H -1.6238 -2.8343 1.2286
C 2.2666 1.0368 -0.8151
H -2.5005 -1.3465 1.7233
N 3.3968 1.3536 -0.3623
H -2.3235 -0.0562 -1.4426
H 1.8302 2.4808 0.6644
```

The gap between HOMO and LUMO (spin up / spin down) is 7.75 / 7.75 eV. As for the spin multiplicity: 1. Its charge is +1. The molecular weight comes out at 225.053 g/mol. The value obtained for the HOMO energy (spin up / spin down) is -12.5 / -12.5 eV.

--- x ---
# C5H10IN2

A cluster of 2 separate species, C5H10IN2 in total (ωB97M-V/def2-TZVPD, OMol25).

Structure (XYZ):
```
18
C5H10IN2 (ωB97M-V/def2-TZVPD)
H 0.7003 -0.1455 1.3780
H 0.4702 1.9962 0.1925
N 1.4302 1.9526 0.0233
C -3.0731 -1.5837 0.7273
H -3.0835 -2.7246 0.7891
C -2.3451 -1.1388 -0.4468
H 1.5409 4.1724 0.1881
I -1.9623 1.0297 -0.3814
H -4.1970 -1.4558 0.5566
C 1.9082 0.7070 -0.0455
H 3.0000 3.0493 -0.0286
H -1.1120 -1.4022 -1.9309
C 1.4072 -0.3123 0.5969
H -2.7337 -0.9820 1.6408
N -1.7430 -1.8788 -1.2413
H 1.7607 -1.3186 0.3967
C 1.9673 3.0941 -0.0445
H 2.8439 0.5882 -0.6084
```

The gap between HOMO and LUMO is 7.41 eV. As for the spin multiplicity: 1. Its charge is +1. The molecular weight comes out at 225.053 g/mol. The value obtained for the HOMO energy is -12.9 eV.

Stability summary: most stable x, least stable w.

--- w ---
# C40H49IN6O2SSbSr

A structure of composition C40H49IN6O2SSbSr (ωB97M-V/def2-TZVPD, OMol25).

Structure (XYZ):
```
101
C40H49IN6O2SSbSr (ωB97M-V/def2-TZVPD)
C -2.4419 3.5816 4.1235
H 0.4641 0.4705 -4.3688
C -2.6803 0.7459 1.5863
N 4.7441 0.1810 -0.8089
H 3.2976 -2.1231 4.0412
H 1.5139 3.1343 -5.4047
C -2.0751 -2.0846 -1.1932
H -3.7257 3.4063 -4.6784
C 4.2839 0.5806 2.2782
H 1.5665 2.7154 -3.6967
C 4.3981 -0.5622 3.0419
C -2.3080 4.4439 -0.7767
C -1.2093 3.1746 -5.7131
C 3.2490 -1.2143 3.4614
C 3.9902 -4.2193 -0.3886
H 0.3793 3.8659 -0.6774
H -3.4799 -1.3588 0.3110
H -2.4119 -2.8826 -1.8694
H -3.4004 -3.1232 0.1643
C 3.0007 1.0255 1.9931
C 0.9517 3.1848 -4.4683
H -0.6853 3.1120 -6.6716
O -1.8424 0.8368 0.6083
H 1.2662 -5.2636 -2.0738
C -1.8741 4.2594 3.0518
C -0.7344 3.7226 2.4770
H 0.0617 5.5936 -0.8057
C -3.4158 1.8866 -3.1322
H -5.1020 2.5779 3.1508
C -4.4281 0.6612 3.8335
C 3.7730 0.2030 -1.4371
N -4.5854 4.4863 5.2471
N -0.1560 2.6067 2.8998
H 1.1115 -1.2278 3.2959
H 0.8167 4.2366 -4.2274
H -2.2158 5.4107 -0.2721
H -5.1140 1.0958 -2.0705
H 5.1444 1.0923 1.8797
H -2.7825 -0.1234 -3.7200
C -0.0180 -3.1904 -1.2147
H 0.8290 4.7292 -2.1350
C -3.6395 4.0806 4.7464
C 3.1967 -5.0368 -1.2065
C -3.5635 -0.3843 3.5609
O 1.7090 -1.5943 0.5123
H 4.1099 -2.4336 0.7788
C -3.4222 0.6850 -4.0758
H -3.5827 2.6508 1.2352
H -4.3178 3.8640 -3.0853
C -2.7240 -0.3740 2.4536
H -5.1959 2.6806 -4.0345
I 2.7862 2.7640 0.8301
H -1.0115 0.4895 -5.3382
H -5.0801 0.6324 4.6929
C 3.4899 -3.0765 0.1739
C 2.1558 -2.6477 -0.0557
H -1.6800 6.4254 -2.4888
H -1.3564 4.2314 -5.4868
C -0.0978 1.0349 -5.1073
S 2.3725 0.2347 -2.3433
H -2.3671 -1.1370 -1.6437
H -2.2897 1.8438 5.3817
C -1.8546 2.4081 4.5708
C 2.0293 -0.7086 3.0613
C -1.3190 4.3812 -1.9340
C 0.0704 4.6507 -1.3618
C 1.9030 -4.6507 -1.4474
C -0.7117 1.9688 3.9204
H -2.3195 5.1635 2.6683
C -1.8567 -1.5594 2.2341
H -2.1096 3.6610 -0.0487
H 5.0209 -4.4936 -0.1996
H -3.3361 4.3488 -1.1074
H -3.5390 -1.2457 4.2170
H -3.5715 0.7168 -1.2899
C -3.5855 1.7906 1.8818
H -0.2685 4.2069 1.6345
C 1.3656 -3.4679 -0.9181
H -1.1524 -1.7916 3.0313
N -0.6365 -2.0866 -1.0442
H -0.9000 5.4900 -3.7564
H -0.5810 -4.0465 -1.6175
H -2.1867 2.7188 -5.8531
C -0.3834 2.4649 -4.6471
H 3.5959 -5.9408 -1.6393
Sb -1.2981 2.2952 -2.6469
C -2.7992 -2.2076 0.1756
Sr 0.2709 0.0086 -0.1441
C -1.6530 5.4438 -2.9717
C -4.1937 3.0309 -3.7706
H 5.3746 -0.9516 3.2875
C -4.1145 1.4776 -1.8369
H -3.0978 0.9509 -5.0805
C -4.4350 1.7465 2.9657
H -4.4397 0.2885 -4.1506
H -2.6193 5.2808 -3.4396
H 0.5082 1.0658 -6.0168
N -1.8528 -2.3717 1.2665
H -0.2272 1.0517 4.2232
H -4.2353 2.3128 -1.1607
N 1.8997 0.4034 2.3397
```

The gap between HOMO and LUMO is 6.95 eV. As for the spin multiplicity: 1. Its charge is -1. The molecular weight comes out at 1014.223 g/mol. The value obtained for the HOMO energy is -4.8 eV.

--- x ---
# C40H49IN6O2SSbSr

A structure of composition C40H49IN6O2SSbSr (ωB97M-V/def2-TZVPD, OMol25).

Structure (XYZ):
```
101
C40H49IN6O2SSbSr (ωB97M-V/def2-TZVPD)
H 5.2260 -3.6453 3.6912
H 1.7031 1.1500 -2.0698
C 2.6963 -0.1938 6.2589
H -2.3957 0.8566 -3.8533
H 1.2563 1.7692 4.8073
C -0.0232 1.1271 -3.3632
H 4.6524 -3.3728 1.2471
C -3.8380 -1.5577 3.8298
C -0.8988 3.2184 2.2381
C 0.9301 -1.6344 5.2830
C -2.1816 0.5033 -2.8344
C -1.8127 -1.7906 2.6169
C 4.9213 -2.5950 3.7973
C 3.7183 -2.3394 2.8959
C 5.4145 0.7790 4.3669
H -4.7379 3.9699 -0.0229
C 0.9589 -5.3740 -0.9559
C 1.2883 -5.0034 -2.2661
H -4.6187 0.7948 -3.6884
C -5.8030 -0.2000 -2.2080
H 0.8257 -6.4227 -0.7138
H 6.1703 1.5737 4.2894
N -1.7131 -0.4682 2.4424
C -4.9585 -2.1279 4.5590
H 3.5204 -0.9098 6.2602
H 1.7644 -3.2649 2.5684
C 0.9526 -3.0497 -0.2259
H 0.2822 0.9029 6.0052
C 1.4603 -1.2638 -1.8734
H 5.6044 0.2075 1.7347
I 0.8518 4.7796 -1.6528
H -4.4999 -1.7779 0.5188
N -1.5909 3.2803 -0.9777
C -1.1554 4.5158 -1.0742
N -0.9858 0.5676 -2.4070
H -1.0226 -2.3875 2.1702
C 1.7546 -0.3634 5.0714
C -2.8539 -2.3840 3.3071
C 1.4527 -3.6636 -2.5461
H -3.8675 6.3110 -0.2334
C -2.8655 3.1181 -0.6038
C 4.3369 1.0397 3.3147
H -2.8978 -3.4565 3.4308
C 3.7181 2.4075 3.6055
H 1.5505 -2.4851 5.5589
C 0.7771 0.8165 5.0278
H 0.0073 0.6758 4.2670
H 4.7096 -2.4199 4.8542
O 0.7658 -2.1507 0.7068
H 3.1127 -4.3967 2.7324
H -6.6690 -1.3090 -0.5768
H 5.7798 -1.9865 3.5153
C -1.9185 5.6497 -0.8270
Sb 2.6778 -0.4076 3.0744
C -3.3821 0.0070 -2.1380
C 1.3076 -2.6943 -1.5534
C 1.4052 0.7095 -3.0342
N -1.8492 3.7566 2.6354
O -2.2044 -0.9412 -0.3260
H -4.5018 0.4791 4.0518
H 1.5528 -0.6175 -0.9916
H 5.0272 0.8057 5.3819
H -2.5479 1.3843 2.8027
H 5.9301 -0.1677 4.2313
H 3.1173 0.8108 6.2970
H 3.3064 -2.3402 0.7530
H -0.0817 2.2186 -3.3154
H 2.1293 -0.3402 7.1886
H -1.4890 6.6359 -0.9225
C -5.7516 -0.9336 -1.0162
C -3.7490 -0.1865 3.6547
C -3.2358 5.4588 -0.4498
H 4.8659 -1.6235 1.1607
H 5.7082 1.9574 1.9205
C -3.3276 -0.7183 -0.9242
C 4.1591 -2.4089 1.4291
N -5.8439 -2.5789 5.1345
C 2.6921 -3.4559 3.1114
H 2.4613 -3.6049 4.1638
S 0.4455 2.3877 1.6561
Sr -0.2864 -0.1258 0.2622
H 0.3464 -1.9140 4.4026
C -4.5486 -1.1980 -0.3956
C -3.7223 4.1681 -0.3351
H 2.0668 1.1128 -3.8030
H 4.5129 3.1657 3.5688
N 1.4877 -0.7440 -3.0256
H 4.3030 1.2370 1.1277
H -3.2116 2.0932 -0.5231
H -0.2609 0.8134 -4.3845
C 0.7956 -4.4321 0.0361
H -6.7462 0.0033 -2.6961
H 2.9451 2.6938 2.8906
H 3.2765 2.4519 4.6026
C -2.6627 0.3157 2.9545
H 1.4027 -5.7497 -3.0406
H 1.7033 -3.3281 -3.5457
H 0.5362 -4.7286 1.0456
C 5.0184 1.1032 1.9437
H 0.2250 -1.4645 6.1075
C -4.6132 0.2418 -2.7536
```

The gap between HOMO and LUMO is 6.98 eV. As for the spin multiplicity: 1. Its charge is -1. The molecular weight comes out at 1014.223 g/mol. The value obtained for the HOMO energy is -5.1 eV.

Stability summary: most stable x, least stable w.

--- w ---
# C30H85N3O11

A cluster of 11 separate species, C30H85N3O11 in total (ωB97M-V/def2-TZVPD, OMol25).

Structure (XYZ):
```
129
C30H85N3O11 (ωB97M-V/def2-TZVPD)
H -5.5026 -22.7461 17.2791
H -10.5742 -20.0676 22.6481
H -3.4008 -20.2866 16.1305
O -8.9189 -15.8889 22.0361
C -7.5807 -19.9418 18.8813
C -4.1743 -23.8990 20.8942
H -6.3328 -22.2744 19.4961
H -1.0997 -19.4022 18.5839
H -3.5752 -19.2612 18.9488
C -11.6405 -21.6250 18.0460
H -8.3591 -14.0902 21.4062
N -6.2990 -24.5696 18.0414
H -8.4454 -26.2123 19.8075
O -3.4688 -25.0122 20.3711
H -8.3939 -20.2529 12.1664
H -8.6490 -20.1015 19.0206
C -2.4790 -20.7966 17.8425
H -4.9795 -24.8316 22.5746
C -3.5779 -20.3405 18.7744
C -8.7446 -17.2882 21.8664
H -7.7935 -17.6564 22.2669
H -11.3925 -14.8427 16.5440
H -7.5319 -22.3558 15.8413
O -4.5926 -25.3469 15.7213
H -8.8088 -25.1859 20.8775
H -11.4914 -23.2145 19.5280
N -11.1994 -17.6315 21.8827
C -10.6931 -21.0751 16.9574
C -1.1065 -20.4829 18.4151
H -5.1673 -25.1985 16.4937
O -8.9988 -27.7508 11.6796
H -7.0805 -15.3512 21.2211
C -6.9916 -22.1901 18.6245
H -12.1401 -20.7945 18.5534
H -12.0911 -16.4568 16.4785
H -6.7144 -17.4934 15.1511
O -8.4883 -25.2615 19.9712
H -7.4621 -18.7030 16.0976
H -0.3113 -20.5921 17.6764
H -7.0856 -27.0227 11.1886
C -8.4402 -26.5265 14.3158
H -6.7544 -20.0881 14.3638
H -5.8633 -23.3852 22.1719
H -9.9397 -17.5521 16.9151
H -10.2486 -21.9865 19.6907
H -7.3850 -18.9122 18.5786
H -8.8263 -19.8314 22.7016
H -5.1990 -25.2697 14.9630
H -9.9685 -17.8298 23.5235
H -5.7128 -24.6412 18.8691
O -6.9319 -20.8873 18.0633
C -3.2365 -23.0193 21.6668
C -6.4843 -18.4146 15.6935
H -6.9568 -27.8110 13.4022
H -9.1877 -27.3242 14.3237
H -12.7856 -23.1737 17.7637
O -11.4955 -17.1090 19.0346
O -12.6082 -22.3572 17.2824
H -7.1013 -19.9070 19.8706
H -10.2117 -21.8755 16.4006
H -8.0714 -26.4814 15.3396
H -4.5358 -19.9024 13.2715
H -10.5662 -15.2997 18.8693
C -10.8423 -22.5439 18.9605
H -8.7852 -17.4574 20.7779
H -5.8521 -18.0847 16.5214
C -9.7614 -27.5412 10.5104
C -9.6607 -16.7375 17.5908
H -4.4294 -23.2916 20.0093
H -11.2917 -20.4843 16.2597
H -10.2190 -28.4817 10.2123
H -5.9670 -20.6037 16.6056
H -6.0604 -24.9367 21.1939
C -7.7972 -21.0626 11.7433
H -8.9617 -25.6063 14.0424
C -7.3902 -26.8166 13.2605
H -6.3186 -23.0561 12.2674
H -7.2414 -24.8157 18.3334
C -6.4639 -23.1796 17.5702
H -6.5952 -24.9420 13.0021
C -5.3955 -24.2632 21.7341
C -9.9097 -18.0276 22.4491
C -4.7691 -19.1452 14.0244
H -10.0961 -23.0516 18.3496
H -10.2058 -22.1027 12.6817
H -2.9315 -23.4943 22.6050
H -9.6674 -22.9168 11.2163
H -2.3753 -22.6665 21.1002
H -8.9940 -16.0457 17.0820
H -8.4723 -15.3200 20.1031
H -4.5936 -20.6654 18.5496
O -7.1896 -23.3763 11.9865
C -10.9005 -16.0967 18.1954
C -7.3658 -23.3084 16.3626
H -10.5454 -26.7970 10.6799
H -8.2659 -25.8289 11.5050
H -5.5760 -26.1879 12.7138
H -9.5914 -23.7579 12.8584
H -7.8956 -22.1415 13.5726
C -9.5005 -22.8349 12.2887
C -5.9278 -19.6003 14.8937
C -11.8706 -15.6203 17.1417
O -2.5565 -20.1450 16.5787
H -0.9083 -21.1194 19.2734
H -9.1134 -27.1861 9.7035
C -8.0640 -22.3580 12.5117
H -12.2043 -16.6563 19.5078
H -11.3500 -17.9944 20.9468
H -3.9868 -18.7895 14.6894
H -11.2219 -16.6247 21.7496
N -6.2837 -25.8525 13.3643
C -7.9527 -26.8258 11.8396
H -9.6562 -19.7719 21.1325
H -12.7739 -15.2431 17.6214
H -7.0556 -24.0026 15.5852
H -5.0612 -18.3353 13.3468
H -8.4022 -23.5791 16.6083
H -3.7257 -22.0969 21.9983
C -8.1466 -15.1218 21.1312
H -4.0139 -25.8018 20.3184
H -8.0590 -21.1649 10.6891
H -9.9753 -20.3581 17.3641
H -6.7271 -20.8438 11.7803
H -9.1304 -17.2723 18.3841
H -2.6122 -21.8698 17.6561
O -5.4296 -20.5983 15.7836
C -9.7456 -19.5308 22.1910
H -3.3467 -20.7627 19.7631
H -8.0176 -22.4460 18.9029
```

The gap between HOMO and LUMO is 9.24 eV. As for the spin multiplicity: 1. The SMILES is COC[C@H](C)N.COC[C@H](C)N.COC[C@H](C)N.CC(C)O.CC(C)O.CC(C)O.CC(C)O.CC(C)O.CC(C)O.O.O. Its charge is 0. The molecular weight comes out at 664.020 g/mol. The value obtained for the HOMO energy is -9.2 eV.

--- x ---
# C30H85N3O11

A cluster of 11 separate species, C30H85N3O11 in total (ωB97M-V/def2-TZVPD, OMol25).

Structure (XYZ):
```
129
C30H85N3O11 (ωB97M-V/def2-TZVPD)
H 17.3142 14.8213 -7.6785
H 15.6351 11.3150 -18.7166
H 21.5650 10.8714 -5.2779
H 21.6317 12.7604 -10.7624
C 23.4396 1.2662 -11.7012
H 19.9411 8.5008 -17.0357
H 21.8500 16.0354 -12.1665
C 13.0626 15.5785 -7.2804
H 13.0387 16.6140 -7.6198
H 14.2931 12.5345 -16.4042
H 15.8677 4.6292 -15.3155
C 21.2618 9.0418 -5.3293
H 13.2366 5.1458 -14.9040
O 15.4488 5.5990 -13.6001
H 21.1400 15.0241 -11.0320
O 22.8292 13.7588 -13.6021
C 18.5018 4.1917 -8.2182
H 17.4638 9.5495 -12.5842
C 16.0762 13.4828 -6.4643
H 19.8793 9.8529 -15.7977
H 22.0689 13.7728 -14.1881
H 12.4275 13.0111 -12.1699
C 20.0701 9.5636 -16.8311
H 11.8902 9.4743 -5.6696
H 13.4641 11.0220 -15.9276
H 24.2556 1.9799 -11.5868
C 14.1082 13.9810 -12.3209
H 20.6534 3.9362 -13.9194
C 14.6277 13.8526 -6.9106
H 16.9766 13.3786 -8.5574
H 13.4610 9.4153 -4.8279
H 20.7630 8.2180 -3.4032
C 17.1615 13.7498 -7.5494
H 17.1547 1.5926 -6.8961
H 13.5231 6.7220 -15.4069
N 16.1746 12.0963 -6.1089
H 14.4330 14.8170 -12.9405
H 19.4803 7.8648 -4.6309
H 23.8384 1.0279 -13.8644
H 15.8796 7.6474 -15.2684
O 21.0494 10.2694 -4.7362
C 18.0874 3.2694 -7.0839
H 18.7440 1.8912 -5.6135
H 21.1581 8.1519 -7.3001
H 21.3653 12.1502 -12.4247
H 18.0989 9.7032 -10.9769
H 17.3878 3.7902 -6.4302
C 16.3744 6.7104 -15.5240
H 18.6613 8.3548 -11.9906
H 17.1440 11.9478 -5.8674
H 14.3719 8.6446 -8.3295
O 21.9543 2.8078 -12.8344
H 13.9093 5.5120 -16.5624
O 14.8688 11.8763 -18.8553
H 24.5785 -0.1815 -12.7964
C 14.2063 11.4643 -16.5920
C 22.5303 13.9254 -12.2821
C 17.8008 8.9690 -11.7254
H 16.1911 13.9664 -5.4942
O 19.2437 10.3327 -17.6430
C 23.6954 0.4358 -12.9605
H 14.6140 13.0452 -12.5584
H 20.9581 7.0216 -4.5746
H 22.7781 -0.1313 -13.1190
H 15.4148 7.7674 -6.0296
H 19.8978 3.2318 -5.7284
H 12.5849 7.5692 -7.1876
H 20.6926 4.3109 -12.1055
H 14.7896 6.7417 -7.2597
H 24.3536 -0.0332 -10.3887
H 12.0586 8.9254 -2.8533
H 17.3536 6.6849 -15.0459
C 14.5040 7.2571 -6.3427
H 12.9293 11.6690 -18.3345
C 19.2132 2.6007 -6.2951
H 19.8503 2.0159 -6.9586
C 13.9226 9.7678 -18.4153
H 19.9101 2.8493 -12.7156
H 22.9418 11.9237 -11.6031
H 13.7704 9.5521 -19.4728
C 20.5440 8.0225 -4.4529
O 14.4017 15.2638 -7.0295
H 14.3953 13.3106 -7.8272
C 11.5284 8.1868 -3.4544
C 13.8903 11.2273 -18.0708
H 12.6643 14.9640 -8.0878
H 18.7680 5.1966 -7.8907
H 21.2368 1.3524 -11.6152
H 20.5454 14.8953 -12.6355
H 14.3301 14.3101 -11.3058
H 13.1746 9.1998 -17.8622
H 23.5245 1.1179 -9.6583
H 21.1104 9.8666 -16.9499
H 19.3822 3.8109 -8.7359
C 20.7144 3.5621 -12.8974
H 19.1251 9.9266 -18.5048
H 14.2891 6.5514 -5.5403
H 16.5282 6.6628 -16.6021
O 17.3732 2.1748 -7.6274
N 23.4830 0.4765 -10.4374
C 22.0884 2.0237 -11.7249
H 22.3364 8.8887 -5.2302
H 22.0706 2.7300 -10.8949
O 16.8454 8.1311 -11.1566
H 11.4049 7.2481 -2.9142
H 17.6992 4.3526 -8.9380
H 12.5331 15.3251 -6.3620
O 12.3263 7.7788 -4.5628
H 10.5428 8.4976 -3.8012
C 15.4140 5.5703 -15.0046
C 20.7578 9.0299 -6.7932
H 15.1774 11.1068 -16.2496
H 13.9732 13.4847 -6.1204
H 14.4838 9.8083 -7.2634
H 16.6344 7.4430 -11.7919
C 13.9492 5.7225 -15.4937
O 12.6964 13.8773 -12.4846
H 21.0209 9.9516 -7.3122
H 14.9132 9.3573 -18.2193
N 13.8215 9.1518 -7.6513
H 14.8766 4.8626 -13.3723
H 23.4517 14.2454 -11.7954
C 21.4696 15.0184 -12.0709
H 18.1498 13.3359 -7.3488
H 19.6772 8.9685 -6.9220
C 12.7442 8.8451 -5.4188
C 13.3373 8.1802 -6.6891
H 15.8124 11.9682 -5.1748
C 22.0886 12.5886 -11.7370
```

The gap between HOMO and LUMO is 9.04 eV. As for the spin multiplicity: 1. The SMILES is COC[C@H](C)N.COC[C@H](C)N.COC[C@H](C)N.CC(C)O.CC(C)O.CC(C)O.CC(C)O.CC(C)O.CO.CO.CO. Its charge is 0. The molecular weight comes out at 664.020 g/mol. The value obtained for the HOMO energy is -8.9 eV.

Stability summary: most stable w, least stable x.